The following is a DFT calculation (ωB97M-V/def2-TZVPD) of a 15-piece molecular cluster, C15H60N30O15 overall.

* highest occupied orbital energy: -9.14 eV
* energy: -91948.3853 eV
* molar mass: 900.8 g/mol
* energy above the lowest of the compared OMol25 structures with the same formula, charge and spin: 326.7 kcal/mol
* orbital gap: 8.94 eV

ORCA input file:
```
! RIJCOSX wB97M-V def2-TZVPD def2/J DEFGRID3
* xyz 0 1
C 11.033 36.443 11.765
O 10.125 36.067 12.502
N 12.297 36.105 11.722
N 10.871 37.226 10.749
H 12.554 35.535 12.515
H 12.984 36.680 11.256
H 11.636 37.372 10.107
H 9.919 37.473 10.517
C 14.613 25.097 22.195
O 14.275 24.290 23.029
N 13.871 26.119 21.908
N 15.725 25.077 21.619
H 14.140 26.889 21.312
H 12.867 26.007 21.914
H 16.385 24.314 21.571
H 15.822 25.885 21.021
C 9.275 31.545 18.189
O 9.951 31.835 17.228
N 9.430 30.384 18.756
N 8.450 32.397 18.733
H 10.064 29.717 18.340
H 8.947 30.083 19.591
H 8.210 33.235 18.222
H 7.802 32.220 19.487
C 12.752 32.382 23.837
O 13.383 33.356 24.231
N 12.481 31.329 24.511
N 12.092 32.408 22.699
H 12.873 31.305 25.441
H 11.991 30.506 24.191
H 11.501 31.598 22.576
H 12.433 32.995 21.951
C 17.272 29.864 12.366
O 16.880 30.758 13.044
N 18.493 29.328 12.225
N 16.392 29.213 11.684
H 19.334 29.860 12.397
H 18.529 28.460 11.711
H 16.763 28.334 11.354
H 15.402 29.326 11.851
C 16.312 39.821 19.539
O 16.002 41.027 19.299
N 17.418 39.176 19.430
N 15.464 38.928 20.010
H 17.369 38.167 19.462
H 18.309 39.651 19.441
H 15.543 37.923 19.941
H 14.523 39.294 20.037
C 14.514 40.360 14.088
O 14.408 39.245 14.560
N 15.131 40.566 12.992
N 14.052 41.427 14.745
H 15.805 39.932 12.587
H 14.937 41.458 12.561
H 14.011 42.312 14.260
H 13.586 41.135 15.592
C 10.862 27.984 12.355
O 11.290 26.875 12.572
N 11.119 29.040 13.111
N 10.298 28.423 11.276
H 10.817 30.000 13.198
H 11.598 28.684 13.926
H 10.301 27.815 10.469
H 9.792 29.297 11.292
C 14.463 26.306 16.756
O 13.695 26.971 17.383
N 14.241 25.295 15.983
N 15.767 26.500 16.730
H 15.022 24.683 15.797
H 13.512 25.391 15.291
H 16.311 25.740 16.346
H 16.318 27.164 17.254
C 19.716 38.583 14.076
O 20.448 38.735 13.186
N 19.556 39.470 14.972
N 19.011 37.504 14.234
H 20.259 40.184 14.850
H 18.792 39.456 15.632
H 18.171 37.637 14.779
H 19.067 36.713 13.608
C 9.776 38.770 17.391
O 10.197 39.700 18.041
N 10.366 37.617 17.112
N 8.675 38.839 16.634
H 11.237 37.261 17.479
H 9.903 36.922 16.543
H 8.140 38.090 16.218
H 8.461 39.807 16.436
C 14.517 33.394 17.180
O 14.398 34.127 18.162
N 14.691 33.760 16.011
N 14.839 32.082 17.167
H 14.487 34.727 15.806
H 14.734 33.037 15.307
H 14.995 31.486 16.367
H 14.869 31.652 18.081
C 16.987 35.561 9.193
O 16.694 36.516 9.893
N 17.447 34.375 9.641
N 17.249 35.690 7.919
H 17.394 34.378 10.650
H 17.629 33.566 9.064
H 17.033 36.535 7.410
H 17.651 34.873 7.483
C 20.586 33.657 18.084
O 20.192 34.398 18.976
N 21.886 33.469 17.883
N 19.769 32.942 17.396
H 22.350 34.280 18.264
H 22.352 32.967 17.140
H 20.184 32.168 16.898
H 18.799 33.098 17.630
C 17.242 30.045 22.455
O 16.977 29.373 21.449
N 17.073 29.567 23.633
N 17.996 31.071 22.315
H 16.541 28.718 23.756
H 17.562 30.058 24.368
H 18.007 31.683 23.119
H 18.316 31.357 21.401
*
```

The following is a DFT calculation (ωB97M-V/def2-TZVPD) of one molecule with the formula C22H23NO4S.

* highest occupied orbital energy: -8.78 eV
* energy: -43702.7997 eV
* molar mass: 397.5 g/mol
* energy above the lowest of the compared OMol25 structures with the same formula, charge and spin: 0.0 kcal/mol
* SMILES: Cc1cccc(CS(=O)(=O)Cc2ccc(C(=O)NCCc3ccccc3)o2)c1
* orbital gap: 9.36 eV

ORCA input file:
```
! RIJCOSX wB97M-V def2-TZVPD def2/J DEFGRID3
* xyz 0 1
C 5.776 -1.436 -0.362
C 4.473 -0.822 0.050
C 4.261 -0.441 1.371
C 3.064 0.136 1.754
C 2.055 0.332 0.826
C 2.250 -0.046 -0.496
C 1.172 0.133 -1.506
S 0.822 -1.433 -2.388
O 1.852 -1.677 -3.360
O -0.530 -1.364 -2.873
C 0.929 -2.785 -1.131
C 0.181 -2.361 0.063
C 0.481 -2.335 1.398
C -0.621 -1.731 2.041
C -1.521 -1.425 1.054
C -2.828 -0.742 1.109
O -3.304 -0.326 2.148
N -3.432 -0.653 -0.098
C -4.614 0.145 -0.300
C -4.283 1.447 -1.048
C -3.189 2.187 -0.331
C -3.443 2.811 0.884
C -2.425 3.437 1.580
C -1.140 3.455 1.065
C -0.879 2.846 -0.150
C -1.897 2.208 -0.840
O -1.031 -1.813 -0.147
C 3.461 -0.614 -0.875
H 6.046 -2.250 0.309
H 5.720 -1.819 -1.377
H 6.571 -0.693 -0.318
H 5.042 -0.595 2.101
H 2.911 0.432 2.780
H 1.119 0.779 1.128
H 0.232 0.447 -1.061
H 1.456 0.817 -2.305
H 0.479 -3.639 -1.635
H 1.977 -2.970 -0.920
H 1.378 -2.698 1.856
H -0.745 -1.541 3.087
H -2.922 -0.954 -0.917
H -5.355 -0.433 -0.861
H -5.007 0.369 0.695
H -3.966 1.207 -2.065
H -5.186 2.057 -1.101
H -4.443 2.801 1.290
H -2.635 3.912 2.526
H -0.344 3.945 1.606
H 0.121 2.871 -0.560
H -1.690 1.728 -1.787
H 3.601 -0.904 -1.906
*
```

The following is a DFT calculation (ωB97M-V/def2-TZVPD) of CH2ClNO2S2 as an isolated structure.

* highest occupied orbital energy: -10.36 eV
* energy: -40846.4726 eV
* molar mass: 159.6 g/mol
* energy above the lowest of the compared OMol25 structures with the same formula, charge and spin: 4.0 kcal/mol
* orbital gap: 9.33 eV

ORCA input file:
```
! RIJCOSX wB97M-V def2-TZVPD def2/J DEFGRID3
* xyz 0 1
C 1.827 0.027 -0.549
N 1.517 1.182 -0.725
O 0.028 0.308 1.417
O -0.931 -1.285 -0.047
S 2.202 -1.442 -0.157
S -0.194 -1.089 1.157
Cl -3.374 0.568 -0.293
H 1.361 1.987 -0.135
H -2.435 -0.256 -0.669
*
```

The following is a DFT calculation (ωB97M-V/def2-TZVPD) of C34H38N5O5P2S4Tl as an isolated structure.

* highest occupied orbital energy: -7.75 eV
* energy: -120176.4413 eV
* molar mass: 991.3 g/mol
* energy above the lowest of the compared OMol25 structures with the same formula, charge and spin: 0.0 kcal/mol
* orbital gap: 7.49 eV

ORCA input file:
```
! RIJCOSX wB97M-V def2-TZVPD def2/J DEFGRID3
* xyz 0 1
Tl -0.048 1.281 0.828
C 0.859 -5.718 -3.292
C 0.184 -4.555 -2.618
C -1.197 -4.557 -2.430
C -1.826 -3.499 -1.796
C -1.066 -2.438 -1.331
C 0.310 -2.430 -1.479
C 0.927 -3.481 -2.136
S -1.865 -1.093 -0.474
O -3.206 -1.545 -0.207
O -1.737 0.112 -1.263
N -0.980 -0.831 0.840
C -1.216 -1.463 2.039
C -1.916 -2.651 2.171
C -2.098 -3.252 3.423
C -1.583 -2.697 4.561
C -0.872 -1.483 4.482
C -0.326 -0.836 5.612
C 0.312 0.361 5.469
C 0.413 0.937 4.189
N -0.063 0.346 3.118
C -0.696 -0.848 3.226
H 0.909 -6.565 -2.604
H 1.875 -5.465 -3.592
H 0.299 -6.039 -4.170
H -1.779 -5.398 -2.786
H -2.896 -3.478 -1.643
H 0.875 -1.611 -1.057
H 2.002 -3.480 -2.276
H -2.343 -3.105 1.289
H -2.664 -4.173 3.481
H -1.712 -3.173 5.525
H -0.428 -1.299 6.587
H 0.739 0.879 6.316
H 0.874 1.907 4.069
C -4.312 1.097 1.030
P -2.782 2.015 1.477
C -3.208 2.415 3.219
C -3.185 3.587 0.569
C -1.971 4.429 0.165
P -0.817 3.419 -0.851
C -1.836 3.234 -2.375
C 0.475 4.606 -1.353
H -5.188 1.735 1.164
H -4.404 0.214 1.661
H -4.251 0.757 0.000
H -4.256 2.708 3.289
H -2.561 3.215 3.569
H -3.040 1.534 3.841
H -3.873 4.173 1.182
H -3.712 3.264 -0.333
H -1.430 4.790 1.031
H -2.281 5.289 -0.435
H -2.534 4.067 -2.458
H -2.375 2.289 -2.330
H -1.182 3.220 -3.243
H 0.032 5.408 -1.947
H 1.241 4.088 -1.931
H 0.918 5.015 -0.450
N 3.336 -0.131 -2.449
C 2.740 -0.502 -3.669
C 3.384 -1.371 -4.535
C 2.769 -1.765 -5.716
C 1.491 -1.325 -6.011
C 0.839 -0.464 -5.137
C 1.473 -0.032 -3.986
S 0.688 1.106 -2.880
N 1.399 0.715 -1.407
C 2.573 0.200 -1.348
C 3.197 -0.114 -0.035
C 4.540 0.161 0.190
C 5.066 -0.103 1.444
C 4.254 -0.688 2.399
C 2.934 -0.956 2.067
N 2.403 -0.652 0.890
H 4.219 -0.574 -2.256
H 4.381 -1.722 -4.291
H 3.293 -2.419 -6.400
H 1.001 -1.642 -6.922
H -0.161 -0.109 -5.353
H 5.149 0.633 -0.571
H 6.094 0.147 1.670
H 4.630 -0.923 3.384
H 2.270 -1.431 2.780
O -0.511 3.199 2.398
S 0.810 3.873 2.414
O 0.787 5.136 1.705
O 1.379 3.936 3.741
S 2.037 2.584 1.320
*
```

The following is a DFT calculation (ωB97M-V/def2-TZVPD) of a 2-piece molecular cluster, C5H9NOS overall.

* highest occupied orbital energy: -7.94 eV
* energy: -19696.4295 eV
* molar mass: 131.2 g/mol
* energy above the lowest of the compared OMol25 structures with the same formula, charge and spin: 181.6 kcal/mol
* orbital gap: 6.65 eV

ORCA input file:
```
! RIJCOSX wB97M-V def2-TZVPD def2/J DEFGRID3
* xyz 0 1
C -2.349 0.225 -0.227
C -1.203 -0.501 -0.516
C 0.050 -0.483 0.120
C 1.282 -1.167 -0.166
C 0.278 0.391 1.336
H -2.143 1.051 0.486
H -3.214 -0.179 0.288
H -2.765 0.653 -1.245
H -1.348 -1.254 -1.375
H 1.914 -1.575 0.595
H 1.268 -1.836 -0.974
H 3.151 -0.363 0.639
H 0.395 0.194 2.379
H 1.403 1.008 -1.222
N 0.383 1.684 1.043
O 2.317 -0.096 -0.575
S 0.583 2.247 -0.587
*
```

The following is a DFT calculation (ωB97M-V/def2-TZVPD) of a 12-piece molecular cluster, C27H84N6O12 overall.

* highest occupied orbital energy: -9.21 eV
* energy: -62865.3703 eV
* molar mass: 685.0 g/mol
* energy above the lowest of the compared OMol25 structures with the same formula, charge and spin: 106.4 kcal/mol
* SMILES: COC[C@H](C)N.COC[C@H](C)N.COC[C@H](C)N.COC[C@H](C)N.COC[C@H](C)N.COC[C@H](C)N.CC(C)O.O.O.O.O.O
* orbital gap: 9.31 eV

ORCA input file:
```
! RIJCOSX wB97M-V def2-TZVPD def2/J DEFGRID3
* xyz 0 1
C -22.795 7.593 -23.665
O -21.436 7.220 -23.899
C -21.113 5.901 -23.624
C -19.610 5.699 -23.827
C -19.025 5.910 -25.244
N -19.364 4.308 -23.424
H -22.925 8.640 -23.939
H -23.060 7.569 -22.607
H -23.500 7.014 -24.262
H -21.463 5.565 -22.648
H -21.749 5.332 -24.303
H -19.136 6.370 -23.110
H -19.188 6.939 -25.566
H -19.493 5.327 -26.037
H -17.953 5.715 -25.278
H -19.779 4.204 -22.509
H -18.393 4.323 -23.147
C -7.861 -1.274 -29.078
O -6.946 -2.072 -29.646
C -5.687 -1.448 -29.885
C -4.851 -2.408 -30.787
C -4.541 -3.752 -30.147
N -3.665 -1.834 -31.342
H -7.522 -0.788 -28.163
H -8.689 -1.894 -28.734
H -8.234 -0.553 -29.805
H -5.917 -0.500 -30.372
H -5.200 -1.250 -28.930
H -5.514 -2.703 -31.600
H -5.483 -4.298 -30.092
H -4.011 -3.688 -29.196
H -3.848 -4.265 -30.814
H -3.201 -2.666 -31.675
H -3.057 -1.383 -30.673
C -15.700 -1.361 -30.650
O -14.860 -2.547 -30.860
C -14.080 -2.609 -32.048
C -14.638 -3.655 -33.050
C -14.927 -4.999 -32.426
N -13.743 -3.855 -34.166
H -15.011 -0.517 -30.669
H -16.204 -1.403 -29.684
H -16.430 -1.156 -31.433
H -13.982 -1.653 -32.564
H -13.086 -2.987 -31.813
H -15.614 -3.399 -33.463
H -14.064 -5.627 -32.205
H -15.463 -5.550 -33.199
H -15.528 -4.899 -31.522
H -14.241 -4.342 -34.898
H -13.696 -2.925 -34.555
C -6.495 -9.192 -26.938
O -7.353 -8.179 -26.445
C -6.732 -7.313 -25.496
C -7.786 -6.383 -24.920
C -7.138 -5.184 -24.305
N -8.550 -6.988 -23.842
H -5.784 -8.707 -27.608
H -7.015 -9.804 -27.674
H -5.937 -9.732 -26.172
H -6.327 -7.846 -24.636
H -5.890 -6.801 -25.961
H -8.492 -6.085 -25.696
H -6.492 -5.448 -23.468
H -7.774 -4.349 -24.010
H -6.495 -4.581 -24.946
H -8.948 -7.761 -24.355
H -7.877 -7.445 -23.244
C -7.146 -1.457 -14.979
O -7.695 -1.887 -16.231
C -9.111 -1.881 -16.307
C -9.656 -2.710 -17.451
C -11.220 -2.498 -17.613
N -9.474 -4.100 -17.221
H -6.078 -1.668 -15.020
H -7.607 -2.077 -14.210
H -7.379 -0.425 -14.715
H -9.387 -2.419 -15.399
H -9.509 -0.869 -16.242
H -9.093 -2.523 -18.366
H -11.556 -2.968 -18.537
H -11.345 -1.428 -17.779
H -11.945 -2.782 -16.849
H -9.585 -4.519 -18.133
H -8.527 -4.327 -16.952
C -5.269 1.572 -20.982
O -4.504 0.406 -20.756
C -3.487 0.427 -19.764
C -2.863 -0.933 -19.577
C -1.963 -1.443 -20.706
N -3.843 -1.976 -19.432
H -5.826 1.554 -21.919
H -4.514 2.325 -21.209
H -5.960 1.871 -20.195
H -2.730 1.161 -20.037
H -3.884 0.878 -18.854
H -2.335 -0.928 -18.623
H -1.389 -2.314 -20.391
H -1.195 -0.697 -20.910
H -2.512 -1.726 -21.604
H -4.425 -1.661 -18.669
H -4.509 -1.819 -20.175
C -13.674 0.742 -24.642
C -13.172 0.678 -23.247
C -11.766 1.400 -23.205
O -14.067 1.384 -22.485
H -14.619 0.200 -24.689
H -13.007 0.316 -25.391
H -13.876 1.764 -24.964
H -13.133 -0.367 -22.941
H -11.052 0.814 -23.784
H -11.465 1.384 -22.157
H -11.770 2.427 -23.569
H -14.831 0.807 -22.419
O -13.233 -5.205 -23.602
H -13.322 -5.187 -24.555
H -12.353 -5.548 -23.449
O -19.916 -0.319 -25.048
H -19.852 0.509 -24.572
H -19.459 -0.951 -24.493
O -15.046 4.966 -19.452
H -15.328 4.380 -18.750
H -14.593 4.397 -20.074
O -17.880 -3.622 -23.390
H -18.035 -4.290 -24.057
H -17.148 -3.962 -22.875
O -17.829 -0.893 -20.148
H -17.702 -1.563 -19.476
H -18.304 -1.340 -20.848
*
```